10
Properties=species:S:1:pos:R:3:forces:R:3:lowdin_charge:R:1 method="wB97M-V/def2-TZVPD" homo_ev=-9.2 relative_energy_kcal_mol=12.9 e_tot_ha=-172.2576 smiles=CN.O homo_lumo_gap_ev=10.1 multiplicity=1
H -0.158584 -0.457613 0.053252 -0.527 1.054 -1.130 0.0171
H -0.038924 1.701487 0.819031 0.259 0.212 -0.526 0.0541
O 0.621806 -2.142592 0.575191 0.246 -0.284 1.505 -0.0918
H -0.043244 0.069767 -1.654928 0.017 0.190 0.505 0.0811
H 0.830736 -2.793161 1.283251 -0.186 0.626 -0.730 0.0595
N 0.248986 1.600386 -0.160548 0.008 0.079 0.472 -0.0869
H -1.480064 0.505957 -0.677888 0.157 -0.465 -0.149 0.0705
H 0.480916 -1.293542 1.052181 0.476 -1.235 -0.138 0.0266
H -0.074764 2.447096 -0.641098 0.071 -0.659 0.129 0.0567
C -0.386864 0.362217 -0.648448 -0.521 0.482 0.063 -0.1869

52
Properties=species:S:1:pos:R:3:forces:R:3:lowdin_charge:R:1 method="wB97M-V/def2-TZVPD" homo_ev="-17.0 / -16.9" e_tot_ha=-6281.3559 homo_lumo_gap_ev="6.6 / 6.5" multiplicity=1 charge=+3
C -2.800416 2.197315 2.808683 -0.317 0.045 0.016 -0.4531
H -6.050486 1.835058 1.961168 0.010 0.002 0.002 0.1270
N 0.370639 -1.783472 -0.029596 -0.211 0.117 0.253 -0.0190
H 0.714171 -5.070885 -5.440636 -0.005 -0.016 -0.001 0.1208
N 2.245948 -3.201390 -4.580349 -0.081 -0.029 -0.045 0.0967
C 0.904671 -2.885681 -4.078081 0.212 -0.017 -0.040 -0.1493
H 0.859918 -1.802658 -3.997110 -0.007 0.056 0.077 0.1219
C -5.170236 1.956916 2.577353 0.025 -0.003 -0.024 -0.0303
C -2.917874 2.305391 4.202549 -0.104 0.007 -0.016 -0.0669
C 2.535611 -4.139168 -5.492061 -0.046 -0.021 0.004 -0.4105
C 1.113858 3.308141 3.354373 0.039 0.152 -0.002 -0.0920
Se -1.201320 2.497963 -0.060498 0.223 -0.438 0.131 0.5287
H -2.049367 2.461837 4.831270 0.016 -0.008 -0.018 0.1243
P -1.173286 2.281471 2.168918 0.167 -0.347 0.125 0.3620
O 1.247101 0.214664 -1.186230 0.919 -0.502 -0.412 -0.3008
C 0.549509 -3.592953 -2.764542 -0.016 -0.011 0.009 -0.1470
C 1.811102 4.362790 3.918372 -0.016 -0.054 -0.024 -0.0301
H -6.276320 2.013716 4.410288 0.006 0.001 -0.010 0.1308
H 2.817265 4.208393 4.283151 -0.008 0.009 0.000 0.1268
O 2.776108 -0.829096 -2.496221 0.122 -0.263 -0.325 0.2209
Se -0.205434 0.246287 2.562541 -0.018 0.044 0.207 0.5013
C -5.294385 2.060799 3.957678 -0.015 0.003 0.054 -0.0083
H -0.537065 6.805607 3.653238 0.008 -0.010 -0.001 0.1296
H -0.473013 -2.083861 -0.517882 0.055 -0.055 0.006 0.1140
H 2.402254 -2.229787 -0.092448 0.004 0.017 0.023 0.1796
C -0.082244 5.828355 3.564584 -0.007 -0.023 -0.008 -0.0227
C 1.215171 5.614308 4.018435 -0.002 0.052 0.012 -0.0088
H 1.583499 2.337382 3.277889 0.001 -0.043 -0.009 0.0715
C 1.533568 -3.444987 -1.597577 -0.041 -0.122 0.037 -0.1203
C -3.918166 2.018548 1.989763 -0.057 -0.012 0.149 -0.0865
H 0.386072 -2.303933 0.845761 -0.081 -0.006 -0.036 0.1071
H 2.550322 -3.652668 -1.936842 0.000 0.036 -0.034 0.1327
C -0.190112 3.525562 2.907413 0.099 0.239 0.141 -0.4512
H 4.021805 -4.921222 -6.656275 -0.002 0.008 0.009 0.1449
H 0.474086 -4.666352 -2.954973 -0.001 0.016 0.002 0.1229
N 1.626036 -5.036194 -5.859151 0.015 0.013 -0.002 0.2345
H 0.167724 -3.135173 -4.841117 -0.019 -0.032 -0.015 0.1299
H 1.315372 -4.223682 -0.863643 0.011 -0.032 -0.025 0.1351
H -0.466472 -3.292773 -2.486225 0.020 0.041 0.005 0.1204
H -1.818036 4.948357 2.674739 0.003 -0.027 -0.005 0.1251
C 1.585306 -2.130782 -0.815058 0.037 -0.102 0.084 -0.2538
H -3.823739 1.943412 0.914822 0.012 -0.004 -0.018 0.0754
H 1.814833 -5.696108 -6.596898 0.001 0.011 -0.003 0.1475
Mo 0.170824 0.521269 0.239010 -0.404 0.147 -0.858 0.9588
H -4.288162 2.320418 5.841139 -0.009 -0.002 -0.008 0.1293
C -4.176367 2.233000 4.769053 -0.004 -0.001 -0.019 -0.0238
H 2.984893 -2.555447 -4.346362 -0.026 0.020 0.026 0.1461
C -0.799753 4.784388 3.008414 0.087 0.081 0.077 -0.0655
H 4.434444 -3.467350 -5.841712 -0.002 -0.002 -0.020 0.1411
C 1.982169 -0.936715 -1.642626 -0.609 1.059 0.500 -0.4252
N 3.750800 -4.182737 -6.026564 0.021 0.011 0.030 0.2274
H 1.767173 6.433741 4.460085 -0.008 -0.007 -0.004 0.1309

9
Properties=species:S:1:pos:R:3:forces:R:3:lowdin_charge:R:1 method="wB97M-V/def2-TZVPD" homo_ev=-11.2 relative_energy_kcal_mol=36.6 e_tot_ha=-375.4531 smiles="O=Cc1ncno1" homo_lumo_gap_ev=10.5 multiplicity=1
N 1.567366 -1.090554 -0.137733 0.239 0.516 0.040 0.1010
C 1.739634 0.193774 0.008132 0.159 -0.097 -0.137 -0.1797
H -2.160297 1.020133 0.629844 0.027 -0.145 -0.231 0.1338
C -1.807734 0.154123 0.034646 -0.091 -0.261 -0.189 -0.1511
O 0.202826 -1.233923 -0.124695 -0.465 0.000 -0.041 0.0402
C -0.313642 -0.014585 0.034363 0.115 -0.026 -0.031 -0.3244
N 0.581483 0.919245 0.133639 -0.210 -0.298 0.034 0.1573
H 2.725491 0.641141 -0.006354 -0.162 -0.121 0.098 0.1204
O -2.535131 -0.589351 -0.571838 0.388 0.433 0.457 0.1025

19
Properties=species:S:1:pos:R:3:forces:R:3:lowdin_charge:R:1 method="wB97M-V/def2-TZVPD" homo_ev=-8.0 relative_energy_kcal_mol=89.6 e_tot_ha=-457.1358 smiles=C[C@@H]1c2ccc3nccn3c21 homo_lumo_gap_ev=8.6 multiplicity=1
H -1.515053 2.698560 0.672256 -0.131 0.059 -0.005 0.1134
C -1.784236 -1.492078 -0.453160 -0.356 -0.500 -0.050 -0.0514
H 2.905545 -0.220851 -1.389781 -2.572 -0.146 -0.116 0.1497
C 0.418646 2.064336 -0.012565 -0.639 0.113 0.459 -0.0232
H 1.675214 -0.948862 1.324021 -0.043 0.021 0.065 0.0805
C 2.456024 -0.876627 0.569696 0.006 -0.033 0.057 -0.0946
C -1.582532 0.672916 0.042703 -0.289 -0.596 -0.078 -0.2715
H 0.941871 2.978837 0.214584 0.006 0.105 0.067 0.1012
H 3.286577 -0.304401 0.982346 0.109 0.024 0.056 0.0769
H -3.830502 -1.507214 0.364910 -0.141 -0.193 -0.061 0.0972
C -0.930012 1.904817 0.237021 0.702 0.409 0.040 0.0089
N -2.802392 0.323530 0.408676 -0.211 0.568 0.146 0.0928
H -1.541066 -2.476278 -0.799170 0.095 -0.106 -0.069 0.1101
N -0.912741 -0.451394 -0.516029 -0.624 0.717 0.469 0.0303
C 0.352377 -0.216200 -0.856018 4.007 1.729 -0.322 -0.0414
C -2.926943 -0.982549 0.121626 0.292 -0.188 -0.159 -0.1439
H 2.817630 -1.880221 0.344373 0.022 -0.033 0.060 0.0728
C 1.012820 0.929981 -0.550735 -0.734 -1.873 -1.237 -0.1519
C 1.958780 -0.216294 -0.704751 0.500 -0.077 0.679 -0.1558

11
Properties=species:S:1:pos:R:3:forces:R:3:lowdin_charge:R:1 method="wB97M-V/def2-TZVPD" homo_ev=-10.9 relative_energy_kcal_mol=76.2 e_tot_ha=-285.2931 smiles=N#C[C@H]1CCO1 homo_lumo_gap_ev=11.5 multiplicity=1
C 0.645399 0.653524 0.137946 -0.078 0.060 -0.505 -0.3651
N 2.706683 -1.003833 0.118993 -1.003 0.741 0.114 0.1516
C -0.510313 0.196809 -0.736258 0.218 0.026 -0.412 -0.1433
C 1.793206 -0.294501 0.173158 0.648 -0.572 0.067 -0.1489
H -0.469684 -0.222048 -1.738831 0.382 -0.204 0.054 0.1212
H -1.123957 1.106237 -0.739896 -0.064 -0.233 -0.449 0.1278
H 1.045564 1.635606 -0.132706 -0.082 -0.014 0.462 0.1482
H -0.588183 -1.296476 1.011285 0.767 -1.204 -0.809 0.0973
C -1.072948 -0.551638 0.422496 0.449 0.529 0.574 -0.0156
O -0.217227 0.620460 1.278248 -1.290 -0.639 -0.355 -0.0971
H -2.118177 -0.908525 0.247024 0.052 1.511 1.260 0.1239

18
Properties=species:S:1:pos:R:3:forces:R:3:lowdin_charge:R:1 method="wB97M-V/def2-TZVPD" homo_ev=-9.1 relative_energy_kcal_mol=128.4 e_tot_ha=-707.8457 homo_lumo_gap_ev=8.8 multiplicity=1
H 0.501905 2.829211 0.960185 0.473 -1.498 -1.931 0.1099
H 1.217492 3.101359 -0.806382 -2.042 -2.264 1.844 0.1419
H 2.995895 1.491345 1.431017 -1.917 -2.703 -3.871 0.1914
C 0.093935 -0.161367 -0.341967 -0.253 -0.485 -0.045 -0.5288
H -2.495282 -1.337502 1.448890 0.820 1.429 -0.748 0.0407
H 2.350852 -0.585116 1.151673 0.062 3.774 -2.377 0.1340
O 1.554840 -2.167638 0.073291 -3.389 2.395 -0.507 -0.0540
H -0.197729 -2.355860 -0.896257 0.315 1.682 1.410 0.1354
C 2.403573 0.531456 0.436267 0.578 -1.898 1.718 -0.1049
H -1.788004 0.339745 1.974838 -0.091 -1.021 -1.527 0.0484
C 0.979586 0.848967 -0.197758 0.448 1.523 3.870 -0.3310
C 0.496864 2.333754 -0.114286 3.067 1.694 -0.130 -0.1013
C 0.470531 -1.600329 -0.280926 2.867 -3.692 -1.523 -0.2490
C -2.279159 -0.259484 1.130646 -3.497 1.449 1.188 -0.4143
S -1.689833 0.054318 -0.616870 0.435 -0.257 1.410 0.8133
H -0.514580 2.386475 -0.410831 -0.960 0.246 -0.734 -0.0126
H -3.433981 0.264771 1.181286 3.101 -1.489 -0.469 0.0919
H 2.970054 0.179616 -0.542684 -0.016 1.117 2.422 0.0890